[1]
{"formula": "C5H10F3N2O11P", "method": "the ωB97M-V functional and the def2-TZVPD basis", "symbols": ["O", "C", "O", "C", "O", "C", "F", "F", "F", "O", "P", "O", "O", "O", "H", "H", "H", "H", "C", "N", "O", "O", "H", "H", "H", "C", "N", "O", "O", "H", "H", "H"], "xyz": [[0.459, -0.033, 2.525], [0.420, -0.559, 1.468], [1.464, -1.143, 0.814], [2.481, -0.332, 0.261], [2.937, 0.606, 1.215], [2.757, 1.900, 0.914], [3.521, 2.298, -0.101], [3.031, 2.619, 1.953], [1.479, 2.156, 0.541], [-0.736, -0.774, 0.747], [-1.757, 0.356, 0.224], [-3.076, -0.198, -0.060], [-1.673, 1.503, 1.307], [-1.043, 0.954, -1.074], [2.118, 0.174, -0.644], [3.299, -1.001, -0.012], [-1.557, 2.385, 0.924], [-0.083, 0.876, -1.108], [-5.720, 1.396, 0.711], [-5.725, 2.823, 1.133], [-4.822, 3.536, 0.732], [-6.628, 3.188, 1.858], [-4.857, 1.226, 0.081], [-5.663, 0.794, 1.613], [-6.651, 1.206, 0.186], [3.690, -4.269, -2.661], [3.767, -3.010, -1.873], [4.580, -2.939, -0.975], [2.996, -2.119, -2.180], [4.429, -4.957, -2.269], [2.680, -4.652, -2.552], [3.884, -4.010, -3.698]], "mulliken_charge": [-0.39, 0.64, -0.29, -0.13, -0.34, 0.93, -0.27, -0.24, -0.19, -0.21, 0.98, -0.66, -0.44, -0.47, 0.32, 0.10, 0.36, 0.31, -0.58, 0.91, -0.53, -0.55, 0.20, 0.26, 0.30, -0.75, 0.88, -0.53, -0.49, 0.31, 0.29, 0.29], "charge": 0, "max_force_ev_per_a": 1.21, "energy_ha": -1774.5859, "smiles": "O=C(OCOC(F)(F)F)OP(=O)(O)O.C[N+](=O)[O-].C[N+](=O)[O-]", "gap_ev": 10.38, "molar_mass_g_mol": 362.11}

[2]
{"formula": "C5H10F3NO4S", "method": "the ωB97M-V functional and the def2-TZVPD basis", "symbols": ["H", "N", "S", "O", "O", "C", "F", "F", "F", "C", "O", "C", "H", "H", "H", "H", "C", "O", "C", "H", "H", "H", "H", "H"], "xyz": [[-0.965, 1.581, 2.845], [0.749, 1.433, -1.137], [2.243, 1.100, -0.922], [2.897, 0.747, -2.199], [3.000, 2.004, -0.025], [2.403, -0.531, -0.008], [1.758, -1.497, -0.657], [1.890, -0.439, 1.221], [3.681, -0.890, 0.107], [0.042, 2.258, -0.182], [-1.277, 1.812, 0.019], [-1.424, 0.559, 0.647], [-0.074, 3.280, -0.574], [0.565, 2.320, 0.790], [-2.189, 0.654, 1.433], [-0.459, 0.195, 1.029], [-1.981, -0.489, -0.403], [-2.285, -1.730, 0.177], [-1.295, -2.716, 0.002], [-1.253, -0.595, -1.225], [-2.913, -0.081, -0.818], [-1.653, -3.634, 0.483], [-1.123, -2.914, -1.069], [-0.337, -2.426, 0.463]], "mulliken_charge": [0.08, -0.44, 1.01, -0.72, -0.70, 0.63, -0.24, -0.26, -0.26, -0.37, -0.36, -0.41, 0.23, 0.38, 0.30, 0.29, -0.59, -0.39, -0.53, 0.34, 0.28, 0.27, 0.29, 0.17], "s2": 0.75, "charge": -1, "max_force_ev_per_a": 1.86, "spin_multiplicity": 2, "energy_ha": -1249.9318, "gap_ev": [8.69, 7.61], "molar_mass_g_mol": 237.20}

[3]
{"formula": "C5H10FIO", "method": "the ωB97M-V functional and the def2-TZVPD basis", "symbols": ["C", "C", "C", "C", "C", "O", "F", "I", "H", "H", "H", "H", "H", "H", "H", "H", "H", "H"], "xyz": [[-2.297, -0.005, -0.004], [1.114, -1.912, 2.015], [-1.187, -0.353, -1.056], [0.135, 0.326, -0.618], [0.969, -1.396, 0.839], [0.596, -0.122, 0.638], [1.306, -1.945, -0.304], [3.979, 0.814, -0.497], [-2.143, -0.301, 0.990], [-2.329, 1.143, -0.040], [-3.352, -0.311, -0.391], [0.695, -1.497, 2.943], [1.445, -2.965, 2.143], [3.124, 1.249, 0.660], [-1.508, 0.064, -2.042], [-1.279, -1.503, -1.239], [0.924, 0.260, -1.418], [-0.006, 1.381, -0.493]], "mulliken_charge": [-1.03, -0.71, -0.34, -0.54, 0.63, -0.38, -0.26, -0.10, 0.32, 0.26, 0.30, 0.25, 0.26, 0.10, 0.32, 0.25, 0.27, 0.42], "charge": 0, "max_force_ev_per_a": 4.41, "energy_ha": -669.2405, "smiles": "C=C(F)OCCC.I", "gap_ev": 9.84, "molar_mass_g_mol": 232.04}

[4]
{"formula": "C5H10FN2O", "method": "the ωB97M-V functional and the def2-TZVPD basis", "symbols": ["C", "C", "C", "C", "C", "N", "N", "O", "F", "H", "H", "H", "H", "H", "H", "H", "H", "H", "H"], "xyz": [[-2.075, -1.856, 0.041], [-0.726, -0.523, -1.440], [-0.109, 0.531, -0.590], [1.823, 1.605, 0.547], [1.085, 0.456, -0.053], [-0.934, -2.451, 0.474], [-1.919, -1.020, -0.879], [-1.112, 1.431, -0.255], [0.173, -1.534, -1.668], [-2.902, -2.072, 0.662], [-0.866, -0.048, -2.417], [2.634, 1.929, -0.121], [2.484, 1.317, 1.455], [1.274, 2.481, 0.858], [0.024, -2.234, 0.180], [1.532, -0.480, -0.236], [-0.695, -2.969, 1.251], [-2.576, -0.253, -0.900], [-0.698, 2.222, 0.094]], "mulliken_charge": [0.11, -0.57, 0.47, -1.33, 0.09, -0.26, -0.01, -0.49, -0.31, 0.42, 0.38, 0.31, 0.31, 0.38, 0.21, 0.40, 0.24, 0.32, 0.33], "charge": 1, "max_force_ev_per_a": 7.17, "energy_ha": -480.8313, "smiles": "C/C=C(\\O)[C@@H](F)/[NH+]=C\\N", "gap_ev": 9.16, "molar_mass_g_mol": 133.15}

[5]
{"formula": "C5H10I2O", "method": "the ωB97M-V functional and the def2-TZVPD basis", "symbols": ["C", "C", "C", "C", "C", "O", "I", "I", "H", "H", "H", "H", "H", "H", "H", "H", "H", "H"], "xyz": [[0.808, -0.607, 1.075], [-0.278, 1.494, -0.022], [-1.253, -0.678, -0.569], [0.069, 0.003, -0.280], [0.975, 0.001, -1.459], [1.695, -1.081, -1.546], [3.720, 1.616, -0.403], [0.599, 1.167, -3.162], [1.830, -0.283, 1.040], [0.677, -1.633, 1.150], [0.293, -0.186, 1.905], [0.263, 2.262, -0.464], [-0.241, 1.723, 1.022], [-1.437, 1.577, -0.225], [-2.068, -0.288, -0.012], [-1.585, -0.469, -1.540], [-1.240, -1.725, -0.461], [2.583, -0.899, -1.878]], "mulliken_charge": [-1.51, -1.66, -1.96, 1.96, -0.32, -0.37, -0.52, 0.27, 0.30, 0.39, 0.48, 0.45, 0.36, 0.31, 0.49, 0.49, 0.42, 0.44], "charge": 0, "max_force_ev_per_a": 4.25, "energy_ha": -867.0490, "gap_ev": [5.85, 5.85], "molar_mass_g_mol": 339.94}

[6]
{"formula": "C5H10IN2", "method": "the ωB97M-V functional and the def2-TZVPD basis", "symbols": ["C", "C", "C", "C", "C", "N", "N", "I", "H", "H", "H", "H", "H", "H", "H", "H", "H", "H"], "xyz": [[1.712, 0.965, 1.120], [-0.552, -1.299, -0.345], [0.511, 0.640, 0.795], [0.319, 0.519, -1.660], [-0.666, 0.768, 2.047], [0.163, -0.218, -0.382], [-0.888, -1.905, -1.457], [-2.697, 0.299, 1.548], [2.529, 1.019, 0.387], [1.942, 1.376, 2.079], [-0.588, -1.690, 0.681], [0.845, 1.416, -1.545], [0.832, -0.093, -2.477], [-0.517, 0.718, -2.339], [-0.495, 1.719, 2.302], [-0.489, 0.086, 2.960], [-1.238, -2.885, -1.425], [-0.723, -1.434, -2.288]], "mulliken_charge": [-0.83, 0.02, 0.33, -1.19, -1.15, 0.15, -0.30, 0.14, 0.30, 0.32, 0.51, 0.33, 0.45, 0.46, 0.58, 0.42, 0.28, 0.18], "charge": 1, "max_force_ev_per_a": 6.31, "energy_ha": -603.3987, "smiles": "C=C(CI)N(C)C=[NH2+]", "gap_ev": 9.68, "molar_mass_g_mol": 225.05}

[7]
{"formula": "C5H10LiO5", "method": "the ωB97M-V functional and the def2-TZVPD basis", "symbols": ["C", "C", "O", "C", "O", "O", "O", "Li", "H", "H", "H", "H", "H", "C", "C", "O", "H", "H", "H", "H", "H"], "xyz": [[-0.447, -1.126, -0.200], [0.992, -1.400, 0.099], [1.766, -0.928, -1.005], [3.101, -0.759, -0.838], [3.639, -1.147, 0.226], [3.676, -0.126, -1.756], [-1.276, -1.372, 0.858], [4.907, -0.409, -0.493], [-0.901, -1.205, -1.192], [1.246, -2.463, 0.254], [1.221, -0.835, 1.016], [-1.855, -0.592, 0.981], [-0.410, 0.631, -0.523], [-1.096, 1.696, -0.440], [-2.078, 1.550, 0.690], [-2.592, 0.217, 0.643], [-0.444, 2.568, -0.320], [-1.566, 1.544, -1.419], [-2.910, 2.265, 0.575], [-1.589, 1.736, 1.661], [-3.383, 0.154, 1.185]], "mulliken_charge": [-0.65, -0.25, -0.33, 0.92, -0.84, -0.82, -0.71, 0.81, 0.52, 0.40, 0.23, 0.49, -0.01, -0.66, -0.20, -0.45, 0.35, 0.28, 0.30, 0.28, 0.32], "s2": 0.75, "charge": 0, "max_force_ev_per_a": 6.43, "spin_multiplicity": 2, "energy_ha": -580.1607, "gap_ev": [6.22, 9.37], "molar_mass_g_mol": 157.07}

[8]
{"formula": "C5H10MgO3", "method": "the ωB97M-V functional and the def2-TZVPD basis", "symbols": ["C", "O", "C", "C", "O", "C", "H", "H", "H", "H", "H", "H", "H", "H", "H", "Mg", "O", "C", "H"], "xyz": [[-0.258, 2.152, -0.461], [-1.508, 1.405, -0.404], [-1.627, 0.458, 0.618], [-1.336, -0.961, 0.168], [0.049, -1.120, -0.145], [0.459, -2.467, -0.323], [-0.365, 2.823, -1.331], [-0.179, 2.752, 0.468], [-2.666, 0.468, 0.981], [-0.961, 0.700, 1.468], [-1.939, -1.231, -0.713], [-1.592, -1.653, 0.987], [1.537, -2.462, -0.523], [0.268, -3.041, 0.595], [-0.101, -2.923, -1.152], [1.139, 0.493, -0.773], [2.589, 0.732, 0.720], [2.855, 1.559, -0.224], [3.635, 2.316, 0.045]], "mulliken_charge": [-0.78, -0.43, -0.76, -0.29, -0.07, -0.69, 0.23, 0.29, 0.38, 0.34, 0.33, 0.39, 0.22, 0.31, 0.33, 0.71, -0.56, -0.16, 0.22], "charge": 0, "max_force_ev_per_a": 1.86, "energy_ha": -622.2008, "gap_ev": 6.47, "molar_mass_g_mol": 142.44}

[9]
{"formula": "C5H10N", "method": "the ωB97M-V functional and the def2-TZVPD basis", "symbols": ["C", "C", "C", "C", "C", "N", "H", "H", "H", "H", "H", "H", "H", "H", "H", "H"], "xyz": [[-1.563, -0.026, 0.022], [-1.162, -1.449, 0.067], [-2.638, 0.917, -0.124], [2.740, -0.263, -0.208], [1.862, 0.738, 0.314], [-0.339, -0.232, 0.197], [-1.330, -2.035, 0.959], [-1.093, -2.009, -0.855], [-2.270, 1.921, -0.324], [-3.224, 0.932, 0.799], [-3.312, 0.592, -0.919], [3.748, 0.176, -0.094], [2.766, -1.179, 0.378], [2.612, -0.452, -1.272], [1.493, 1.530, -0.317], [1.711, 0.839, 1.378]], "mulliken_charge": [0.51, -0.47, -0.97, -0.78, 0.07, -0.31, 0.24, 0.24, 0.31, 0.29, 0.31, 0.36, 0.32, 0.31, 0.29, 0.29], "charge": 1, "max_force_ev_per_a": 2.02, "energy_ha": -250.8779, "gap_ev": 8.71, "molar_mass_g_mol": 84.14}

[10]
{"formula": "C5H10N", "method": "the ωB97M-V functional and the def2-TZVPD basis", "symbols": ["C", "C", "C", "C", "C", "N", "H", "H", "H", "H", "H", "H", "H", "H", "H", "H"], "xyz": [[0.857, -2.009, 0.359], [-0.055, 1.016, -0.973], [1.053, 0.169, -1.568], [-0.011, 0.505, 0.473], [-1.265, 0.423, 1.259], [0.849, -0.715, 0.004], [0.039, -2.319, 1.048], [1.675, -2.604, 0.025], [0.078, 2.100, -1.156], [-0.952, 0.562, -1.397], [0.814, -0.452, -2.404], [2.101, 0.580, -1.526], [0.588, 1.172, 0.997], [-1.111, 0.816, 2.289], [-1.767, -0.475, 1.378], [-1.965, 1.131, 0.906]], "mulliken_charge": [-0.16, -0.60, -0.30, 0.25, -1.43, -0.04, 0.24, 0.31, 0.39, 0.33, 0.31, 0.27, 0.27, 0.36, 0.42, 0.38], "charge": 1, "max_force_ev_per_a": 5.24, "energy_ha": -250.9098, "smiles": "C=[N+]1CC[C@H]1C", "gap_ev": 10.67, "molar_mass_g_mol": 84.14}

[11]
{"formula": "C5H10N", "method": "the ωB97M-V functional and the def2-TZVPD basis", "symbols": ["C", "C", "C", "C", "C", "N", "H", "H", "H", "H", "H", "H", "H", "H", "H", "H"], "xyz": [[-0.422, -1.040, -1.484], [-0.203, -1.995, -2.417], [-0.819, -0.187, -0.511], [-0.521, 1.772, 1.189], [0.993, -0.265, 1.181], [0.177, 0.672, 0.362], [0.042, -3.033, -2.202], [0.038, -1.777, -3.446], [-1.811, -0.001, -0.261], [-1.507, 1.489, 1.646], [0.238, 2.168, 1.865], [-0.741, 2.669, 0.403], [1.913, 0.183, 1.505], [0.483, -0.601, 2.046], [1.347, -1.094, 0.530], [0.795, 1.039, -0.408]], "mulliken_charge": [0.27, -1.12, -0.15, -0.82, -0.88, 0.01, 0.30, 0.30, 0.44, 0.34, 0.36, 0.34, 0.39, 0.41, 0.34, 0.48], "s2": 2.01, "charge": 1, "max_force_ev_per_a": 3.59, "spin_multiplicity": 3, "energy_ha": -250.7308, "gap_ev": [5.89, 6.14], "molar_mass_g_mol": 84.14}

[12]
{"formula": "C5H10N2", "method": "the ωB97M-V functional and the def2-TZVPD basis", "symbols": ["C", "C", "N", "C", "C", "C", "N", "H", "H", "H", "H", "H", "H", "H", "H", "H", "H"], "xyz": [[1.529, -0.181, 0.390], [0.870, -1.507, 0.104], [-1.797, -0.278, -1.173], [-1.152, 0.137, 0.054], [0.130, 1.153, -0.113], [-0.307, -0.825, 0.723], [0.291, 2.301, 0.484], [-1.170, -0.800, -1.773], [-2.123, 0.527, -1.697], [-0.587, 2.673, 0.844], [1.881, -0.028, 1.402], [2.250, 0.197, -0.323], [0.777, -1.747, -0.953], [1.232, -2.372, 0.655], [-1.875, 0.594, 0.729], [0.387, 0.961, -1.159], [-0.337, -0.806, 1.806]], "mulliken_charge": [-0.81, -0.35, -0.63, -0.16, 0.04, -0.22, -0.87, 0.25, 0.26, 0.20, 0.31, 0.40, 0.22, 0.25, 0.40, 0.34, 0.36], "charge": 0, "max_force_ev_per_a": 1.89, "energy_ha": -305.8412, "gap_ev": [7.59, 7.59], "molar_mass_g_mol": 98.15}